(1)
56
Properties=species:S:1:pos:R:3:mulliken_charge:R:1 method="wB97M-V/def2-TZVPD" lumo_energy_ev=0.2 homo_lumo_gap_ev=8.838 charge=0 homo_energy_ev=-8.6660 smiles="CCCCOc1ccc(C(=O)Nc2ccc(S(=O)(=O)Nc3onc(C)c3C)cc2)cc1"
S 7.1301 1.0791 0.1271 1.26
O 7.6484 1.5581 1.3642 -0.67
O 7.8747 1.3207 -1.0731 -0.70
O 5.2535 -0.7698 1.7158 -0.09
O 0.9160 -0.2683 -1.4748 -0.65
O -5.0438 1.0516 0.2569 -0.36
N 1.2695 1.4993 -0.0786 -0.06
N 3.9904 -1.2808 1.8261 -0.76
N 6.9934 -0.6413 0.1808 -0.37
C -3.7299 0.8717 0.0050 0.73
C -1.5696 1.9436 -0.0912 -0.31
C -1.7803 -0.3891 -0.6039 -0.95
C 4.7202 2.0002 1.0429 -0.60
C 3.3412 2.0384 1.0026 -0.54
C -5.9322 -0.0435 0.1282 -0.69
C 5.7650 -1.1487 0.5325 0.08
C 2.4354 -2.6111 0.4878 -1.30
C 2.6587 1.5511 -0.1147 0.45
C -0.9732 0.7351 -0.4561 0.13
C 3.3746 1.1274 -1.2357 -0.40
C 4.9667 -2.5439 -1.4907 -1.51
C 5.4126 1.5148 -0.0497 0.08
C -8.3732 -0.6567 0.3367 -0.34
C 3.7439 -1.9638 0.7404 0.83
C 4.7547 1.1036 -1.1941 -0.64
C 0.4739 0.5913 -0.7390 0.57
C 4.8558 -1.9213 -0.1455 0.66
C -3.1395 -0.3342 -0.3695 -0.47
C -2.9253 2.0102 0.1314 -0.73
C -7.3353 0.4559 0.4534 -0.69
C -9.7731 -0.1505 0.6609 -1.29
H -7.3357 0.8612 1.4666 0.33
H -10.0581 0.6462 -0.0222 0.32
H -5.8997 -0.4373 -0.8969 0.42
H 4.0823 -2.3026 -2.0782 0.29
H 7.3638 -1.0401 -0.6695 0.43
H 2.7854 2.3935 1.8576 0.36
H -8.3586 -1.0604 -0.6781 0.32
H -5.6459 -0.8458 0.8220 0.41
H -3.7299 -1.2290 -0.4844 0.40
H 5.2732 2.3001 1.9178 0.47
H 5.3320 0.7563 -2.0367 0.47
H 5.0341 -3.6289 -1.4106 0.36
H 5.8496 -2.1801 -2.0125 0.39
H -0.9841 2.8487 -0.0168 0.46
H 1.8247 -2.5662 1.3842 0.39
H -1.3180 -1.3175 -0.9037 0.40
H -7.5830 1.2695 -0.2303 0.32
H -3.4001 2.9396 0.4028 0.44
H -9.8125 0.2384 1.6757 0.32
H 2.8468 0.7793 -2.1071 0.49
H 0.8399 2.0023 0.6851 0.28
H 1.9267 -2.0860 -0.3215 0.17
H -10.4993 -0.9547 0.5727 0.38
H 2.5762 -3.6474 0.1881 0.39
H -8.1127 -1.4682 1.0200 0.33

(2)
57
Properties=species:S:1:pos:R:3:mulliken_charge:R:1 method="wB97M-V/def2-TZVPD" lumo_energy_ev=0.5 homo_lumo_gap_ev=9.363 charge=0 homo_energy_ev=-8.8225 smiles="COc1cccc(CNC(=O)Cn2c(=O)oc3cc(S(=O)(=O)N4CCCCC4)ccc32)c1"
S -4.3009 -1.0943 0.4734 1.27
O 1.3368 3.1568 -0.4955 -0.38
O -5.1264 -1.7806 -0.4742 -0.74
O 2.6951 -2.8089 2.0021 -0.64
O 2.5740 -2.1362 -2.5231 -0.66
O 0.5269 -2.1482 2.1579 -0.44
O -4.6698 -1.0876 1.8569 -0.74
N 3.7659 -1.9068 -0.6048 -0.05
N -4.2046 0.4800 -0.0133 0.19
N 1.2095 -3.1059 0.2723 0.21
C -2.6419 -1.7870 0.3534 -0.03
C -0.9620 -2.8646 -1.0042 -0.79
C -2.1471 1.7194 0.5655 0.40
C 3.7059 0.4533 -0.0701 0.91
C -4.0378 0.7608 -1.4188 -1.00
C 4.3539 -0.6160 -0.9144 -1.48
C 2.1879 2.3167 0.1605 0.64
C -2.2476 -2.3718 -0.8387 -0.85
C 2.8489 -2.4845 -1.3967 0.84
C 2.4656 2.3721 1.5209 -0.46
C 3.9760 0.5128 1.2941 -0.49
C 2.8045 1.3420 -0.6256 -0.45
C 2.1278 -3.6546 -0.6958 -1.11
C 3.3526 1.4639 2.0764 -0.91
C 1.5929 -2.7020 1.5321 0.29
C -2.5759 1.0162 -1.7919 -0.25
C -0.5192 -2.1531 1.2788 0.70
C -3.6184 1.4449 0.8839 -1.31
C -0.1029 -2.7407 0.0732 1.22
C 0.8271 4.2699 0.1993 -0.93
C -1.9987 2.1153 -0.9023 -0.61
C -1.7972 -1.6680 1.4460 -1.17
H -2.9744 -2.4455 -1.6316 0.53
H -4.4509 -0.0913 -1.9582 0.40
H 0.1698 3.9688 1.0210 0.27
H 4.6699 -0.1840 1.7392 0.42
H -0.6437 -3.3076 -1.9332 0.41
H 1.6329 4.8985 0.5907 0.47
H -3.7487 1.0525 1.8924 0.45
H -4.6367 1.6478 -1.6573 0.38
H 2.8447 -4.2906 -0.1715 0.36
H -0.9474 2.2773 -1.1433 0.23
H 3.5582 1.5078 3.1352 0.39
H 1.5692 -4.2371 -1.4287 0.43
H -4.1901 2.3766 0.7956 0.39
H 2.0010 3.1102 2.1552 0.44
H -1.5493 0.8270 0.7621 -0.11
H 2.5701 1.3070 -1.6781 0.42
H -1.9940 0.1016 -1.6616 0.01
H -2.5385 3.0482 -1.0821 0.32
H 0.2507 4.8351 -0.5312 0.24
H 5.4282 -0.6638 -0.7143 0.35
H -2.5188 1.3086 -2.8412 0.48
H -2.1459 -1.2330 2.3669 0.55
H -1.7884 2.5184 1.2160 0.24
H 4.1866 -0.4312 -1.9768 0.47
H 3.8444 -2.2147 0.3576 0.27

(3)
70
Properties=species:S:1:pos:R:3:mulliken_charge:R:1 method="wB97M-V/def2-TZVPD" lumo_energy_ev=-2.3 homo_lumo_gap_ev=7.268 charge=0 homo_energy_ev=-9.5205
V 1.4372 -3.1446 -0.6975 1.42
V 4.2568 2.2829 -2.2001 1.72
O 1.3424 -1.3362 -1.6500 -0.24
O -3.2759 3.5090 1.1754 -0.60
O -2.6574 -0.3411 -3.8510 -0.47
O 0.4654 -4.3751 -0.7000 -0.59
O -2.2706 -0.4564 -5.9679 -0.53
O 1.2185 -2.6697 -4.1635 -0.55
O 4.4267 -0.7133 -0.5721 -0.53
O 1.8155 -2.6549 0.8168 -0.62
O 2.5295 1.1920 -2.4642 -0.96
O -5.3189 3.1405 1.6947 -0.61
O 6.3775 -0.7748 0.3030 -0.64
O 4.5739 3.7034 -2.7395 -0.65
O -0.2281 -3.1618 -5.6778 -0.58
O 4.4554 2.3169 -0.6004 -0.65
O -1.2203 -3.4681 3.1536 -0.65
O -0.9105 -2.6572 1.2102 -0.46
N -1.0865 -2.5313 2.4027 1.02
N 0.1127 -2.9976 -4.5363 1.06
N -4.2536 2.7886 1.2381 1.03
N 5.1957 -0.5142 0.3499 0.98
N -2.2084 0.0888 -4.8944 0.88
C -0.9098 1.1980 2.6197 -0.48
C -3.7639 -1.1182 -0.3710 -0.87
C 4.6687 0.2739 1.4661 0.02
C 5.0653 1.7294 3.2894 -0.48
C 1.4711 1.1231 -1.5886 0.04
C -0.9339 -3.0739 -3.4721 -0.75
C -0.9127 -0.0888 2.1309 1.10
C 3.7144 1.6912 3.6135 -0.58
C -2.9575 -0.0621 -0.7428 0.40
C -1.5850 1.4432 -4.8710 -0.69
C 3.3372 0.1533 1.8111 -0.01
C -1.0341 0.3079 4.8358 -0.61
C 5.5749 0.9826 2.2436 -0.48
C -1.0717 -1.1813 2.9641 -0.57
C -3.1741 1.2443 -0.3655 -0.19
C 2.8407 0.9711 2.8154 -0.10
C 0.6255 -0.1467 -1.6666 1.44
C -4.9891 0.4527 1.0147 -0.64
C -1.1559 -0.9729 4.3332 -0.51
C -0.8980 1.4055 3.9952 -0.76
C -4.7251 -0.8440 0.6010 -0.60
C -4.1495 1.4840 0.5993 -0.01
H -0.1026 -0.0773 -2.4966 -0.38
H -0.6291 1.3499 -5.3722 0.32
H -3.6919 -2.1517 -0.6782 0.47
H 5.7487 2.2345 3.9603 0.39
H -1.3208 -1.8740 4.9114 0.54
H -5.3565 -1.6412 0.9747 0.42
H -0.8356 2.3809 4.4574 0.51
H 1.7825 0.9216 3.0319 0.38
H 3.3876 2.1614 4.5316 0.41
H 1.8819 1.1077 -0.5635 -0.15
H 0.7209 1.9287 -1.5212 0.49
H -5.8294 0.6542 1.6645 0.49
H -0.9610 -2.2821 -2.7340 0.09
H 6.6342 0.8555 2.0786 0.46
H -1.0621 0.4192 5.9119 0.41
H -1.0101 -4.0983 -3.1208 0.31
H -2.2863 2.1097 -5.3672 0.32
H 2.6761 -0.3584 1.1219 0.23
H -1.8463 -2.9118 -4.0515 0.39
H -0.6662 -0.3207 1.1029 -0.10
H -2.5205 2.0782 -0.5843 0.45
H -2.1924 -0.2512 -1.4847 0.35
H -1.5375 1.7512 -3.8320 0.17
H -0.0702 -0.2476 -0.8215 -0.91
H -0.7280 2.0637 1.9956 0.52